The following is a DFT calculation (wB97M-V/def2-TZVPD) of a cluster of 4 separate species, C41H69Cl2NO15S5 in total in a non-equilibrium geometry.

Each line ends with the Löwdin charge.
Positions of all 133 atoms, in Å:
O (-5.7968, -0.2268, -3.0721)  0.097
H (2.8768, 0.6028, 1.6364)  0.118
H (3.9075, -4.9475, 4.2746)  0.073
H (-0.0213, 2.8135, 0.2914)  0.131
H (-0.8652, -0.4925, 0.0904)  0.122
H (-4.6540, -1.8401, 5.9187)  0.092
C (-5.5447, -3.1512, 0.7805)  -0.140
H (-3.9675, -0.3009, 6.6579)  0.099
S (0.5727, -2.2270, 4.0941)  0.641
H (-4.8389, -4.3503, 3.5887)  0.115
O (6.4144, -0.9893, -6.4809)  -0.276
H (-5.1086, 3.9520, -5.6356)  0.087
H (3.7368, -0.9625, -0.4190)  0.115
H (3.0411, -0.8999, -7.4440)  0.074
H (5.5948, -5.1761, 4.8088)  0.076
C (3.9218, 0.1419, -0.3212)  -0.182
H (-1.8283, 9.5208, 0.6354)  0.115
H (-2.0686, 10.0924, -1.0094)  0.121
C (0.3200, -5.3022, 1.3965)  -0.474
O (1.7314, 9.3306, 0.5769)  -0.276
O (-0.3412, 9.0511, -0.7457)  -0.264
H (2.0999, -3.3686, -0.7863)  0.070
S (0.2614, -5.0905, 3.2234)  0.813
O (-0.0364, 7.7163, 1.3187)  -0.283
H (-2.4769, -0.8138, 4.1555)  0.097
C (-1.5806, 0.0891, -0.5299)  0.083
H (-1.8538, 3.5494, 0.6055)  0.108
H (-4.0066, 5.3771, -0.8374)  0.079
H (8.5606, -6.3734, 1.5406)  0.085
C (-5.6699, -1.4278, -1.0152)  0.060
C (5.1704, 1.8422, -4.2004)  -0.070
C (-2.6597, -4.3124, 3.1392)  -0.208
H (-2.7983, 4.2366, -2.7052)  0.125
O (5.6186, -4.9246, 1.9962)  -0.281
H (2.2111, -2.6021, 0.8436)  0.060
O (5.1213, 1.0040, -7.2661)  -0.278
C (-2.8661, -0.5127, -0.8800)  -0.016
H (-4.0481, 0.7109, 4.2097)  0.073
C (1.7187, 0.4527, -1.1442)  -0.217
H (-0.0167, 11.2242, 0.9518)  0.070
H (0.6149, 2.5908, -1.4123)  0.143
H (4.0374, -2.3255, -7.0037)  0.074
H (-0.0779, -3.1015, 1.0356)  0.074
H (-0.1608, 11.7095, -0.7307)  0.085
H (-6.3516, 2.6097, -5.2331)  0.083
H (4.4360, -6.5442, 4.8775)  0.076
C (-5.2796, 2.8604, -5.4719)  -0.119
H (-2.7348, -5.1583, 3.8855)  0.125
C (-4.5076, 2.3726, -3.0518)  -0.634
H (4.0216, 2.5279, 0.7946)  0.090
H (-4.3055, -2.7436, 2.9176)  0.090
H (-5.7059, 0.4770, 5.0148)  0.069
H (-3.8378, -4.6813, 0.7408)  0.100
O (4.4098, -0.2328, -5.2430)  -0.264
H (-1.1222, 3.6903, -3.0396)  0.144
N (-1.8673, -3.1974, 3.7081)  -0.197
C (-5.1452, -0.3998, -2.0695)  -0.303
O (4.5463, 1.8812, 1.3015)  -0.080
H (4.9790, 0.3221, -0.6771)  0.132
O (4.1505, -6.9494, 2.1478)  -0.288
H (-1.5222, -3.0695, 5.8481)  0.112
C (4.7382, -5.6514, 4.3344)  -0.115
H (5.5950, 2.2577, -3.2844)  0.082
C (-2.1760, 2.2738, -1.7682)  -0.088
H (4.5043, -0.1711, 1.7609)  0.129
C (-0.7156, 11.3069, 0.1188)  -0.077
H (1.7430, 7.6652, -1.7043)  0.076
H (4.1770, 2.2667, -4.3569)  0.085
H (5.7948, 2.1627, -5.0353)  0.069
H (-4.1225, 3.6425, -0.2313)  0.045
C (-3.3231, -1.9549, -0.4163)  -0.241
C (-3.6576, 4.6572, -0.0592)  -0.085
S (5.1771, -6.1017, 2.6848)  0.576
C (-4.8461, -2.1824, -0.2327)  -0.099
C (7.8272, -6.9957, 1.0245)  -0.076
C (3.9111, 0.5991, 1.1961)  -0.217
Cl (-5.8849, 3.2897, -2.3903)  0.687
H (-1.8172, -0.7494, 5.8157)  0.100
H (4.5328, 0.0485, -3.2281)  0.102
O (-2.4493, -2.7824, -0.2755)  0.095
C (0.4683, -3.9665, 0.5859)  -0.296
H (6.0947, -0.1088, -4.0191)  0.119
H (1.1705, -5.9819, 1.1061)  0.084
H (-4.0048, 4.9515, 0.9742)  0.088
C (0.1221, 2.0700, -0.5380)  -0.146
H (0.5662, 6.4608, -1.0803)  0.056
H (8.3464, -7.6452, 0.3169)  0.081
H (-0.6233, -5.8181, 1.0478)  0.070
C (-0.4610, -3.4689, 3.6862)  -1.033
C (-2.3220, -2.8417, 5.0895)  -0.192
C (-1.9130, 3.7352, -2.2319)  -0.149
H (7.6948, -8.5264, 2.5137)  0.121
H (0.0146, -4.1407, -0.4268)  0.101
S (0.6987, 8.3828, 0.2817)  0.586
C (4.0313, -1.3498, -7.4849)  -0.124
H (1.7091, -0.6647, -1.0365)  0.132
C (7.0289, -7.8186, 2.0189)  -0.262
O (6.4561, -7.0038, 3.0488)  -0.264
H (-3.2484, -3.3953, 5.3827)  0.113
H (2.1628, 6.6495, -0.3005)  0.078
C (-3.4514, 1.6442, -2.1594)  -0.143
H (-5.0663, 2.3268, -6.4430)  0.071
C (-2.5813, -1.2773, 5.1786)  -0.192
H (-2.2255, -4.6590, 2.1609)  0.090
C (1.9916, -3.5731, 0.3174)  -0.098
C (-4.7905, -0.0329, 4.6186)  -0.124
H (4.3566, -1.4389, -8.5206)  0.076
C (-4.0489, -0.9194, 5.7195)  -0.241
H (7.1801, -6.3282, 0.4545)  0.069
H (-5.0465, -0.7270, 3.7657)  0.053
C (1.3551, 7.1653, -0.8185)  -0.114
Cl (-2.8977, 1.3557, -5.0309)  0.654
C (-4.6538, -4.3034, 1.4008)  -0.181
O (-1.3936, 4.6129, -1.2205)  -0.174
H (-6.7781, -1.5256, -0.9508)  0.135
O (3.0653, 0.9414, -1.1563)  -0.131
H (-6.4145, -3.6413, 0.2528)  0.120
S (5.1746, -0.2902, -6.6542)  0.585
O (1.0325, 1.0777, -0.0569)  -0.130
C (-1.2579, 1.4646, -0.9709)  -0.072
H (6.2528, -8.4009, 1.5165)  0.115
H (-5.3532, -5.1771, 1.5615)  0.110
H (-6.0014, -2.5562, 1.6194)  0.118
C (-1.3204, 9.9587, -0.2272)  -0.264
C (-3.8029, 0.2816, -1.7254)  -0.014
H (-1.4951, 12.0164, 0.4036)  0.081
H (1.2514, 0.6723, -2.1483)  0.152
H (2.7089, -4.3833, 0.5969)  0.067
C (-2.0940, 4.4875, 0.0319)  -0.249
C (-4.1486, -3.8496, 2.8483)  -0.155
H (-1.7227, 5.3338, 0.6820)  0.122
C (-4.3313, 2.2615, -4.3971)  -0.640
C (5.0985, 0.3293, -4.1172)  -0.256

Gap between HOMO and LUMO: 7.07 eV
Molecular weight: 1047.2 g mol⁻¹
Spin multiplicity: 1
SMILES: CCCCN(CCCCC1=CC(=O)c2c(cc(COCOCCO)c(COCC)c2/C(Cl)=C(/C)Cl)C1=O)C(=S)SCCC.CCOS(C)(=O)=O.CCOS(C)(=O)=O.CCOS(C)(=O)=O
Highest occupied orbital energy: -8.2 eV